# 1
{
  "formula": "C12H22N3O3S2Se3TeV",
  "method": "ωB97M-V/def2-TZVPD",
  "symbols": ["V", "N", "C", "C", "O", "O", "H", "H", "H", "H", "Se", "Se", "Te", "Se", "C", "C", "S", "C", "C", "S", "H", "H", "H", "H", "H", "H", "C", "N", "C", "C", "C", "N", "C", "C", "O", "H", "H", "H", "H", "H", "H", "H", "H", "H", "H", "H", "H"],
  "xyz": [[0.6782, -1.1250, 1.2621], [2.0309, -3.9494, 0.2057], [2.6079, -3.4308, -1.0121], [2.2855, -1.9442, -1.2636], [2.5842, -1.4886, -2.3599], [1.7765, -1.2831, -0.2965], [2.3218, -4.8942, 0.4086], [1.0200, -3.8818, 0.2113], [2.3355, -3.9532, -1.9381], [3.6983, -3.4821, -0.9328], [2.6822, -1.1336, 2.5619], [2.8489, 0.2658, 4.3491], [-0.2923, 3.0576, 2.2835], [-0.3701, 0.5619, 2.2008], [-3.2146, -3.7226, 0.3880], [-1.9244, -3.1740, 0.9477], [-0.9974, -2.1522, -0.1267], [-1.4818, -3.4337, 2.1860], [-2.2155, -4.2864, 3.1847], [0.0412, -2.7814, 2.7695], [-3.2575, -3.5478, -0.6866], [-4.0854, -3.2342, 0.8372], [-3.3132, -4.7990, 0.5605], [-2.9134, -4.9761, 2.7035], [-2.7846, -3.6668, 3.8851], [-1.5087, -4.8706, 3.7783], [-2.1034, 2.0451, -1.8924], [-0.9271, 2.8783, -1.8022], [-1.0482, 4.2939, -2.0567], [-0.3244, 5.0750, -0.9745], [1.1262, 4.6313, -0.9185], [1.2579, 3.1947, -1.0172], [2.4694, 2.6315, -0.4511], [0.2206, 2.3335, -1.2644], [0.3362, 1.1346, -1.0782], [-2.9401, 2.5093, -1.3600], [-1.8782, 1.0840, -1.4360], [-2.4012, 1.8763, -2.9344], [-2.1111, 4.5466, -2.0620], [-0.6513, 4.5563, -3.0503], [-0.8002, 4.8597, -0.0164], [-0.3771, 6.1502, -1.1656], [1.5680, 4.9517, 0.0315], [1.7001, 5.1086, -1.7280], [3.3395, 3.1317, -0.8896], [2.5088, 1.5695, -0.6760], [2.4836, 2.7639, 0.6353]],
  "atomic_forces_ev_per_a": [[0.99, -1.08, -0.03], [0.09, 0.04, 0.03], [-0.03, 0.16, 0.04], [0.27, -0.57, -0.51], [-0.01, 0.09, 0.16], [-0.28, 0.46, 0.49], [-0.04, -0.03, -0.01], [-0.02, -0.03, 0.01], [-0.06, 0.01, 0.01], [0.01, 0.01, -0.02], [-0.39, 0.25, -0.34], [-0.03, -0.18, -0.02], [0.03, 0.06, 0.02], [-0.56, 0.44, 0.56], [-0.03, -0.04, 0.03], [0.02, 0.03, -0.12], [0.12, 0.11, 0.14], [0.06, 0.00, 0.08], [-0.05, -0.04, -0.01], [-0.05, 0.35, -0.29], [0.00, -0.01, 0.00], [0.00, 0.00, -0.01], [-0.01, 0.01, 0.01], [0.00, 0.01, 0.01], [0.00, -0.01, 0.01], [0.00, -0.01, 0.00], [0.03, -0.03, -0.03], [-0.12, 0.09, 0.06], [0.03, 0.02, -0.01], [0.02, 0.00, -0.06], [-0.03, 0.05, 0.01], [0.12, 0.10, -0.12], [0.03, -0.01, -0.02], [0.14, -0.18, 0.03], [-0.25, -0.07, -0.05], [0.02, 0.00, 0.02], [0.00, -0.01, -0.01], [0.00, 0.01, 0.00], [-0.01, 0.00, 0.00], [0.01, 0.00, 0.00], [0.00, -0.01, -0.03], [0.00, 0.00, -0.02], [-0.01, -0.01, 0.01], [0.02, 0.02, 0.01], [-0.02, 0.01, 0.00], [0.00, -0.01, 0.00], [0.00, -0.01, 0.01]],
  "lowdin_charge": [-0.30, 0.00, -0.21, -0.64, 0.02, -0.28, 0.06, 0.01, 0.10, 0.11, 0.02, -0.27, 0.09, -0.04, -0.15, -0.77, 0.64, -0.76, -0.15, 0.55, 0.04, 0.07, 0.06, 0.05, 0.07, 0.05, -0.04, -0.09, -0.18, -0.19, -0.21, -0.10, -0.05, -0.54, 0.00, 0.08, 0.08, 0.08, 0.11, 0.12, 0.03, 0.10, 0.10, 0.11, 0.08, 0.08, 0.06],
  "e_above_lowest_kj_mol": 0.00,
  "homo_energy_ha": [-0.031, -0.031],
  "lumo_ev": [4.202, 4.202],
  "gap_ev": [5.1, 5.0],
  "total_charge": -2
}

# 2
{
  "formula": "C8H24Li4N8O9",
  "method": "ωB97M-V/def2-TZVPD",
  "symbols": ["Li", "Li", "Li", "Li", "C", "C", "O", "O", "H", "H", "H", "C", "C", "O", "O", "H", "H", "H", "C", "O", "N", "N", "H", "H", "H", "H", "C", "O", "N", "N", "H", "H", "H", "H", "C", "O", "N", "N", "H", "H", "H", "H", "C", "O", "N", "N", "H", "H", "H", "H", "O", "H", "H"],
  "xyz": [[1.4180, 3.8823, -3.2652], [2.3484, 5.3702, -0.5455], [-0.5273, 4.8115, -1.4445], [-1.9973, 2.7377, -2.6432], [-2.2216, 1.2815, 1.0058], [-3.3534, 2.0023, 0.2360], [-4.4784, 2.2089, 0.8181], [-3.2596, 2.1895, -1.0496], [-2.5312, 0.2366, 1.0219], [-2.2497, 1.6244, 2.0400], [-1.1374, 1.3941, 1.0090], [0.4968, 0.6092, -1.2965], [0.8318, 2.0492, -1.4931], [1.9791, 2.5662, -1.4307], [-0.0950, 2.8911, -1.7219], [-0.5591, 0.5083, -1.0454], [0.7681, 0.1001, -0.3717], [0.8190, -0.0748, -2.0817], [1.1959, -3.2970, -2.4210], [0.7009, -3.8086, -3.4305], [0.9990, -3.6084, -1.2240], [2.0475, -2.2807, -2.6630], [0.3842, -4.2727, -0.7759], [1.5589, -3.0666, -0.5813], [2.2145, -2.0108, -3.6218], [2.6829, -1.9258, -1.9628], [-2.3847, -2.6066, -1.4920], [-2.0200, -3.6269, -0.9670], [-3.4117, -1.9432, -1.1030], [-1.8369, -2.0429, -2.5290], [-3.9009, -2.2428, -0.2718], [-3.7007, -1.1616, -1.6738], [-1.9885, -1.1181, -2.9057], [-0.9887, -2.4838, -2.8553], [-0.6815, -1.1947, 3.6775], [0.3175, -0.6475, 3.9366], [-1.7430, -1.3235, 4.4255], [-0.9353, -1.7815, 2.5404], [-1.7351, -0.9412, 5.3604], [-2.3764, -2.0844, 4.2260], [-0.3321, -1.5577, 1.7619], [-1.8876, -2.0926, 2.4118], [2.7463, 1.0924, 2.1017], [3.5181, 0.1635, 2.2362], [3.1446, 2.2769, 1.9234], [1.4600, 1.2825, 2.1669], [2.4865, 3.0207, 1.7395], [4.1125, 2.5158, 2.0853], [0.9758, 2.1470, 2.3625], [1.1266, 0.3393, 2.3058], [4.3867, 1.3470, -0.8684], [3.7019, 2.0020, -1.0040], [3.9117, 0.5443, -0.6529]],
  "atomic_forces_ev_per_a": [[0.29, -0.64, 0.74], [0.16, -0.27, -0.05], [-0.02, -0.56, 0.51], [-0.90, -1.13, 1.69], [-0.65, 0.50, 1.74], [-3.68, 0.50, -0.01], [4.08, -0.66, -0.98], [1.97, 0.50, -0.70], [0.36, -0.09, -0.02], [-1.12, -0.18, 0.39], [0.23, 0.04, -1.90], [-1.03, -0.82, 0.79], [1.94, 0.80, 1.03], [0.07, -0.48, -0.56], [-2.77, 1.42, -1.67], [-0.51, 0.29, -1.13], [1.43, 0.73, 0.22], [-0.06, 0.27, -0.28], [-0.13, -0.43, -6.80], [-0.89, -0.24, 0.35], [0.14, -0.55, 6.67], [1.54, 2.39, 0.38], [-0.29, -0.03, -0.97], [-0.25, -0.34, 0.38], [0.00, -0.51, 0.28], [0.01, -0.10, -0.21], [0.32, -1.30, 0.61], [1.15, -1.72, 0.89], [-4.04, 2.49, 2.02], [3.66, 0.95, -3.83], [-0.17, 0.24, -0.43], [-0.52, -0.12, 0.72], [-0.41, -0.36, 0.49], [-0.07, -0.25, -0.40], [-1.66, -1.02, -0.39], [4.31, 2.73, 1.26], [-2.97, 0.12, 3.71], [-0.02, -1.72, -4.15], [0.01, -0.30, -0.13], [-0.01, 0.37, 0.46], [-0.38, -0.48, 0.02], [0.52, 0.07, -0.87], [1.66, -0.76, 0.94], [-1.01, -1.40, -0.23], [5.62, 7.88, -1.36], [-4.97, -4.82, -0.43], [0.66, -0.20, 0.21], [-0.07, 0.00, -0.27], [0.17, -0.93, 0.38], [-2.05, 0.41, 0.86], [0.67, 0.07, -0.25], [-0.30, -0.16, 0.01], [0.00, -0.18, 0.29]],
  "lowdin_charge": [0.68, 0.64, 0.59, 0.74, -0.04, -0.68, -0.04, -0.23, 0.07, 0.07, 0.03, 0.01, -0.69, -0.12, -0.33, 0.06, 0.09, 0.08, -0.79, 0.01, 0.22, 0.14, 0.13, 0.12, 0.11, 0.10, -0.81, 0.05, 0.18, 0.18, 0.13, 0.11, 0.11, 0.08, -0.82, 0.09, 0.17, 0.17, 0.13, 0.11, 0.11, 0.11, -0.80, 0.08, 0.13, 0.16, 0.09, 0.13, 0.12, 0.08, -0.06, -0.03, 0.02],
  "homo_energy_ha": [-0.389, -0.397],
  "lumo_ev": [-5.466, -5.922],
  "multiplicity": 2,
  "gap_ev": [5.1, 4.9],
  "total_charge": 1
}

# 3
{
  "formula": "C9H9EuN2O5S",
  "method": "ωB97M-V/def2-TZVPD",
  "symbols": ["O", "C", "Eu", "O", "C", "C", "O", "C", "O", "C", "O", "H", "S", "C", "N", "C", "C", "C", "N", "H", "H", "H", "H", "H", "H", "H", "H"],
  "xyz": [[0.0937, 2.5513, -4.2223], [0.1104, 2.6469, -5.4350], [0.5289, -1.2330, -2.2872], [-0.2085, 2.5154, -0.9163], [-0.0170, 1.4261, -1.2709], [-1.5290, -3.1965, -4.3782], [-1.8694, -3.1533, -5.4575], [2.5275, 0.7631, -2.5855], [3.4487, 1.4117, -2.9889], [-1.6763, 0.3408, -3.2227], [-2.7244, 0.5779, -3.6852], [2.4003, -0.3994, -3.0603], [0.2242, -2.6240, 0.2647], [0.1381, -1.3653, 1.4761], [0.8706, -0.2182, 1.5390], [0.8389, 0.8497, 2.5527], [-0.0813, 0.4344, 3.7224], [-1.2620, -0.4690, 3.3551], [-0.6875, -1.5252, 2.5087], [1.6647, -0.1189, 0.9282], [0.3595, 1.7776, 2.1399], [1.8626, 1.0646, 2.9889], [-0.5190, 1.3184, 4.1962], [0.4650, -0.0787, 4.5191], [-2.0206, 0.0619, 2.7387], [-1.6947, -0.9983, 4.2442], [-1.2433, -2.3600, 2.3361]],
  "atomic_forces_ev_per_a": [[0.08, 0.58, -8.17], [-0.07, -0.59, 8.13], [0.49, 1.27, 0.36], [0.85, -3.72, -1.30], [-0.76, 3.45, 1.63], [-0.27, 0.35, -1.52], [0.39, -0.21, 1.57], [0.38, 1.39, 0.32], [-1.63, -1.50, 0.55], [-5.37, 0.65, -2.76], [5.06, -0.89, 2.35], [0.75, -0.94, -0.98], [0.32, 1.01, 0.48], [0.84, 1.53, 1.01], [0.57, -0.31, -0.91], [-1.20, 0.19, 1.18], [-0.48, 0.12, 1.07], [0.76, -0.32, -0.60], [-1.22, -1.67, -1.01], [-0.13, -0.33, -0.39], [0.92, -0.77, -0.08], [-1.13, -0.26, -0.95], [0.33, 0.08, -0.10], [0.17, 0.03, -0.26], [0.21, -0.26, 0.69], [0.24, 0.87, -0.83], [-0.12, 0.25, 0.52]],
  "lowdin_charge": [-0.10, 0.13, 1.20, 0.06, -0.14, -0.01, 0.06, -0.34, -0.05, -0.05, 0.09, -0.12, 0.47, -0.79, 0.02, -0.14, -0.17, -0.14, -0.01, 0.12, 0.13, 0.15, 0.12, 0.12, 0.14, 0.15, 0.12],
  "e_above_lowest_kj_mol": 50.04,
  "homo_energy_ha": [-0.367, -0.372],
  "lumo_ev": [-4.011, -3.946],
  "multiplicity": 8,
  "gap_ev": [6.0, 6.2],
  "total_charge": 1
}

# 4
{
  "formula": "C23H25NO6S",
  "method": "ωB97M-V/def2-TZVPD",
  "symbols": ["C", "S", "C", "C", "C", "N", "C", "O", "C", "C", "C", "C", "C", "C", "C", "C", "C", "O", "C", "C", "C", "O", "C", "O", "C", "C", "C", "C", "C", "O", "O", "H", "H", "H", "H", "H", "H", "H", "H", "H", "H", "H", "H", "H", "H", "H", "H", "H", "H", "H", "H", "H", "H", "H", "H", "H"],
  "xyz": [[-1.5268, 1.8047, -3.2144], [-1.2066, 0.6304, -1.8672], [-2.1546, -0.8216, -2.4402], [-3.6681, -0.6904, -2.3099], [-4.2046, -0.8322, -0.8795], [-3.6590, 0.1811, -0.0049], [-3.6318, -0.0383, 1.3217], [-4.1469, -1.0232, 1.8170], [-2.9008, 1.0380, 2.1035], [-1.5016, 1.1976, 1.5739], [-0.5504, 0.2305, 1.6514], [-0.8224, -1.0881, 2.2951], [0.7472, 0.4764, 1.0617], [1.7650, -0.4774, 1.0330], [2.9816, -0.1534, 0.4609], [4.2213, -0.8436, 0.2548], [5.0420, 0.0394, -0.3662], [4.4374, 1.2456, -0.5884], [3.1869, 1.1360, -0.0896], [2.1945, 2.0924, -0.0933], [0.9769, 1.7440, 0.4789], [0.0067, 2.6878, 0.4266], [-1.2485, 2.4569, 0.8823], [-2.0890, 3.3095, 0.6877], [6.4450, -0.2136, -0.7846], [6.9404, -1.4735, -0.0676], [5.9039, -2.5946, -0.1586], [4.6328, -2.2310, 0.6132], [-3.8738, -2.2088, -0.2920], [-2.7623, -2.6081, -0.0586], [-4.9604, -2.9681, -0.1957], [-2.5897, 2.0142, -3.2909], [-0.9950, 2.7131, -2.9522], [-1.1443, 1.4011, -4.1478], [-1.7868, -1.6451, -1.8303], [-1.8756, -0.9911, -3.4803], [-4.1349, -1.4667, -2.9215], [-3.9954, 0.2769, -2.6992], [-5.3016, -0.7553, -0.9006], [-3.1523, 0.9565, -0.4073], [-2.9067, 0.7707, 3.1607], [-3.4220, 1.9895, 1.9727], [-1.7019, -1.0489, 2.9289], [0.0258, -1.4169, 2.8904], [-1.0152, -1.8298, 1.5191], [1.6095, -1.4621, 1.4401], [2.3312, 3.0694, -0.5245], [6.4848, -0.3553, -1.8695], [7.0720, 0.6477, -0.5450], [7.1230, -1.2419, 0.9835], [7.8827, -1.7991, -0.5102], [5.6525, -2.7622, -1.2078], [6.3234, -3.5199, 0.2394], [4.8193, -2.2890, 1.6903], [3.8304, -2.9345, 0.3810], [-4.7458, -3.8143, 0.2275]],
  "atomic_forces_ev_per_a": [[0.03, -0.46, 0.31], [0.05, -0.01, -0.41], [0.23, 0.43, 0.07], [0.09, -0.09, 0.19], [-0.33, -0.02, 0.15], [-0.20, -0.12, -0.40], [-0.04, 0.56, 0.30], [-0.18, -0.10, 0.33], [0.02, -0.11, 0.09], [0.35, -0.20, 0.22], [-0.41, 0.48, 0.06], [-0.04, 0.03, 0.00], [0.12, 0.43, -0.21], [0.14, 0.23, -0.13], [-0.01, 0.58, -0.19], [0.51, 0.31, -0.26], [-0.19, -0.91, 0.39], [0.14, 0.41, -0.21], [-0.81, -0.64, 0.51], [0.04, 0.07, -0.03], [0.59, -0.73, 0.09], [0.00, 0.32, -0.09], [-0.49, 0.19, 0.00], [0.34, -0.21, -0.02], [-0.05, 0.22, -0.01], [-0.10, -0.05, -0.20], [0.05, -0.01, 0.25], [0.06, 0.01, -0.10], [0.25, -0.06, -0.27], [0.14, -0.04, 0.04], [-0.64, -0.29, -0.02], [-0.05, 0.11, -0.09], [0.01, 0.12, -0.03], [0.01, 0.07, -0.12], [0.01, -0.03, -0.13], [-0.01, -0.09, 0.00], [-0.09, 0.06, 0.00], [-0.07, -0.05, -0.05], [0.23, -0.04, -0.02], [0.06, -0.09, 0.04], [-0.06, -0.03, -0.08], [0.01, -0.12, 0.07], [-0.06, -0.05, 0.03], [0.05, -0.03, 0.04], [-0.02, -0.12, -0.02], [-0.07, -0.13, 0.09], [0.00, 0.16, -0.06], [0.05, 0.04, -0.01], [0.02, 0.01, -0.03], [0.07, 0.01, 0.05], [0.03, 0.04, 0.05], [-0.01, -0.07, -0.06], [-0.01, -0.03, -0.07], [-0.04, -0.09, 0.02], [0.00, -0.04, 0.05], [0.24, 0.19, -0.11]],
  "lowdin_charge": [-0.36, 0.89, -0.44, -0.17, -0.21, 0.12, -0.47, 0.08, -0.03, -0.11, -0.14, 0.00, -0.11, 0.06, -0.09, -0.11, -0.20, 0.12, -0.18, 0.11, -0.21, 0.11, -0.46, 0.10, -0.11, -0.19, -0.19, -0.13, -0.52, 0.10, 0.13, 0.03, 0.03, 0.03, 0.06, 0.08, 0.13, 0.11, 0.16, 0.09, 0.13, 0.13, 0.08, 0.09, 0.09, 0.12, 0.14, 0.13, 0.12, 0.12, 0.11, 0.12, 0.11, 0.12, 0.12, 0.14],
  "e_above_lowest_kj_mol": 5.53,
  "homo_energy_ha": -0.294,
  "lumo_ev": 0.251,
  "smiles": "CSCC[C@H](NC(=O)Cc1c(C)c2cc3c4c(oc3cc2oc1=O)CCCC4)C(=O)O",
  "gap_ev": 8.2,
  "total_charge": 0
}

no.,DFT total energy (eV)
1,-274107.2787
2,-39848.2742
3,-52850.9666
4,-48869.3091